Entry 1:
This record from the Open Molecules 2025 dataset describes a cluster of 2 separate species, C3H13N2O in total in a non-equilibrium geometry. The level of theory is wB97M-V/def2-TZVPD.

Geometry as ORCA input:
```
! wB97M-V def2-TZVPD RIJCOSX def2/J DEFGRID3
* xyz 1 1
C -0.72680 0.24033 1.17571
C -1.21994 0.33267 -0.24157
C -1.26430 -1.07917 -0.86970
N 0.03856 -1.25592 -1.61520
N 0.75823 -0.13326 1.02783
H -1.17343 -0.48839 1.86064
H -0.72670 1.15352 1.80095
H -2.25531 0.74018 -0.26634
H -0.94806 0.95987 -1.08091
H -1.28667 -1.87854 -0.10127
H -2.13209 -1.26128 -1.54579
H 0.21288 -2.26862 -1.77533
H 0.83098 -0.68568 0.15606
H -0.23018 -0.88188 -2.52942
H 1.07847 -0.68114 1.82561
H 1.40462 0.71701 0.96964
H 3.14559 1.73787 0.75403
H 2.25522 2.77054 -0.03366
O 2.23891 1.96189 0.48873
*
```

As for the largest force on an atom: 4.22 eV Å⁻¹. The value obtained for the total energy is -8342.947 eV. The energy above the lowest of the compared OMol25 structures with the same formula, charge and spin comes out at 23.9 kcal per mole. Its gap between HOMO and LUMO is 10.965 eV. The HOMO energy comes out at -13.92 eV. The LUMO energy comes out at -0.109 hartree.

Atomic charges from the Löwdin analysis, expressed in e, are listed below:
1 C -0.125
2 C -0.196
3 C -0.254
4 N -0.030
5 N 0.150
6 H 0.133
7 H 0.135
8 H 0.129
9 H 0.121
10 H 0.117
11 H 0.125
12 H 0.096
13 H 0.107
14 H 0.084
15 H 0.159
16 H 0.087
17 H 0.092
18 H 0.091
19 O -0.022

***

Entry 2:
This record from the Open Molecules 2025 dataset describes a cluster of 2 separate species, C3H13N2O in total in a non-equilibrium geometry. The level of theory is wB97M-V/def2-TZVPD.

Geometry as ORCA input:
```
! wB97M-V def2-TZVPD RIJCOSX def2/J DEFGRID3
* xyz 2 2
N 0.10923 0.34745 0.92709
C 0.57885 0.67491 -0.51774
C -0.59786 0.37798 -1.35616
N -1.33236 -0.84946 -0.88955
C -0.64769 -2.10458 -1.15538
H -0.82662 0.82487 1.06051
H 0.69411 0.62568 1.69492
H -0.17690 -0.69898 0.94935
H 1.54284 0.11008 -0.79848
H 0.93334 1.74771 -0.70194
H -0.52330 0.39792 -2.53886
H -1.38209 1.16361 -1.09021
H -2.34529 -0.99478 -1.07631
H 0.19944 -2.08589 -0.27148
H -1.17965 -2.99878 -1.12707
H -0.19272 -2.05964 -2.16591
H 1.05398 1.50405 3.27538
H 2.37420 2.29087 3.17442
O 1.71849 1.72695 2.60743
*
```

As for the largest force on an atom: 4.37 eV Å⁻¹. The value obtained for the total energy is -8328.673 eV. The energy above the lowest of the compared OMol25 structures with the same formula, charge and spin comes out at 51.4 kcal per mole. Its gap between HOMO and LUMO (spin up / spin down) is 11.637 / 6.428 eV. The HOMO energy (spin up / spin down) comes out at -19.25 / -19.25 eV. The LUMO energy (spin up / spin down) comes out at -0.280 / -0.471 hartree.

Atomic charges from the Löwdin analysis, expressed in e, are listed below:
1 N 0.195
2 C -0.116
3 C -0.142
4 N 0.093
5 C 0.025
6 H 0.194
7 H 0.076
8 H 0.173
9 H 0.174
10 H 0.183
11 H 0.222
12 H 0.163
13 H 0.204
14 H 0.181
15 H 0.094
16 H 0.153
17 H 0.056
18 H 0.156
19 O -0.084

***

Entry 3:
This record from the Open Molecules 2025 dataset describes a cluster of 2 separate species, C3H13N2O in total in a non-equilibrium geometry. The level of theory is wB97M-V/def2-TZVPD.

Geometry as ORCA input:
```
! wB97M-V def2-TZVPD RIJCOSX def2/J DEFGRID3
* xyz 2 2
N -1.04198 1.31800 -0.04521
C -0.60721 0.80715 1.31197
C 0.83030 0.25063 1.38105
N 1.18265 -0.75570 0.41012
C 0.43096 -1.99005 0.22559
H -0.76896 0.77929 -0.90654
H -0.67599 2.26047 -0.21762
H -2.06160 1.40680 -0.07674
H -1.32999 0.06344 1.63925
H -0.71180 1.65415 1.98050
H 0.91612 -0.22875 2.37195
H 1.54780 1.06879 1.35684
H 2.19099 -0.82787 0.24604
H -0.62312 -1.77179 0.05809
H 0.79298 -2.49759 -0.65730
H 0.55943 -2.55221 1.15544
H -0.94640 0.48803 -3.36482
H 0.32828 -0.13743 -2.84291
O -0.50371 0.24797 -2.53741
*
```

As for the largest force on an atom: 1.29 eV Å⁻¹. The value obtained for the total energy is -8330.904 eV. The energy above the lowest of the compared OMol25 structures with the same formula, charge and spin comes out at 0.0 kcal per mole. Its gap between HOMO and LUMO (spin up / spin down) is 13.053 / 8.149 eV. The HOMO energy (spin up / spin down) comes out at -20.19 / -20.19 eV. The LUMO energy (spin up / spin down) comes out at -0.262 / -0.443 hartree.

Atomic charges from the Löwdin analysis, expressed in e, are listed below:
1 N 0.199
2 C -0.083
3 C -0.101
4 N 0.135
5 C 0.038
6 H 0.097
7 H 0.184
8 H 0.186
9 H 0.139
10 H 0.150
11 H 0.182
12 H 0.153
13 H 0.193
14 H 0.113
15 H 0.122
16 H 0.151
17 H 0.099
18 H 0.080
19 O -0.035

***

Entry 4:
This record from the Open Molecules 2025 dataset describes a cluster of 4 separate species, C3H13N2OS2 in total in a non-equilibrium geometry. The level of theory is wB97M-V/def2-TZVPD.

Geometry as ORCA input:
```
! wB97M-V def2-TZVPD RIJCOSX def2/J DEFGRID3
* xyz 1 1
S -0.93649 1.54326 0.70649
S -1.43978 -0.25868 0.12964
C 2.57847 1.12559 -0.65010
C 2.65523 -0.12907 -0.20618
C 2.14724 -0.51614 1.16606
N 1.11373 -1.55057 1.20347
N -4.47104 -0.10854 0.66073
H -1.72890 2.28065 -0.11521
H 2.55982 1.24333 -1.72734
H 2.12973 1.81832 0.05216
H 3.13724 -0.93504 -0.75136
H 2.91727 -0.84120 1.87266
H 1.70618 0.38816 1.59509
H 0.22703 -1.20610 0.81951
H 1.42429 -2.33269 0.62945
H -4.85517 -0.90463 0.16830
H -3.45691 -0.13172 0.73131
H -4.89832 -0.06755 1.57654
H -0.38465 -0.06796 -3.36226
H -0.45844 0.22194 -1.84921
O 0.03345 0.42866 -2.64976
*
```

As for the largest force on an atom: 2.05 eV Å⁻¹. The value obtained for the total energy is -30008.533 eV. The energy above the lowest of the compared OMol25 structures with the same formula, charge and spin comes out at 139.5 kcal per mole. Its gap between HOMO and LUMO is 4.275 eV. The HOMO energy comes out at -13.23 eV. The LUMO energy comes out at -0.329 hartree.

Atomic charges from the Löwdin analysis, expressed in e, are listed below:
1 S 0.613
2 S 0.537
3 C 0.013
4 C -0.163
5 C -0.278
6 N 0.059
7 N 0.059
8 H -0.081
9 H 0.069
10 H 0.044
11 H 0.108
12 H 0.128
13 H 0.083
14 H -0.114
15 H 0.100
16 H 0.040
17 H -0.150
18 H 0.040
19 H 0.060
20 H -0.107
21 O -0.059